1.
Entry from OMol25: a cluster of 5 separate species, C12H34O9S2 in total (wB97M-V/def2-TZVPD).

The geometry in ORCA input format:
```
! RIJCOSX wB97M-V def2-TZVPD def2/J DEFGRID3
* xyz 0 1
S 4.27258 13.98969 -23.94494
S 8.31136 18.39424 -19.03150
O 1.79753 16.52436 -25.57307
O 3.35693 14.32715 -19.58092
O 5.25330 12.98341 -23.19255
O 4.06877 13.44251 -25.24819
O 9.51235 18.68083 -18.30688
O 8.70604 18.37977 -20.59049
O 4.80491 15.31436 -23.77697
O 1.91656 16.72703 -22.68703
O 7.51863 17.24958 -18.70843
C 5.35273 13.61642 -18.37869
C 9.05999 17.12908 -21.17387
C 2.72572 13.78273 -23.03760
C 3.79361 17.29133 -21.32359
C 0.74530 18.66118 -25.32030
C 7.25008 19.84524 -19.10656
C 1.78354 17.85114 -26.09549
C 4.05784 14.40619 -18.33083
C 5.81749 13.38038 -21.93104
C 10.56605 16.98795 -21.31508
C 3.03151 17.60400 -22.59414
C 7.14271 12.66558 -21.79895
H 7.01086 11.58360 -21.78860
H 10.76921 16.01832 -21.77330
H 8.66552 16.29297 -20.58483
H 3.72698 17.54076 -23.43225
H 6.09463 14.15387 -18.97146
H 4.29908 16.32271 -21.33806
H 2.69511 18.64718 -22.53931
H 1.17495 19.19466 -24.47637
H 5.74731 13.51275 -17.36414
H 3.45645 15.17799 -20.02110
H 7.76055 12.90135 -22.66756
H 5.11308 13.12888 -21.13716
H 2.04054 14.26975 -23.72887
H 3.13528 17.37244 -20.45690
H 8.57618 16.92139 -22.13334
H 1.83095 16.51851 -23.62690
H 7.68375 12.98233 -20.90799
H 5.19937 12.60220 -18.74379
H 5.99187 14.45578 -21.84739
H 3.41768 13.95839 -17.56650
H 11.04631 17.09416 -20.34440
H 10.98085 17.73812 -21.98966
H 2.12751 15.87730 -26.20224
H 7.92914 20.68980 -19.18227
H 0.01161 17.94776 -24.94323
H 1.49747 17.82046 -27.15077
H 4.19570 15.46068 -18.08980
H 2.59180 12.70559 -23.02850
H 4.63070 17.99385 -21.24323
H 6.62281 19.72818 -19.98344
H 6.66874 19.87277 -18.19002
H 2.78151 18.29483 -26.05048
H 2.72035 14.29409 -22.08603
H 0.20687 19.33825 -25.98101
*
```

Results
DFT total energy = -1951.0841 hartree
LUMO = 0.5367 eV

Mulliken atomic charge list, values in e, 8 entries: 1.162 1.192 -0.522 -0.448 -0.357 -0.661 -0.643 -0.275

2.
Entry from OMol25: a structure of composition C12H35N3O5Ti2 (wB97M-V/def2-TZVPD).

The geometry in ORCA input format:
```
! RIJCOSX wB97M-V def2-TZVPD def2/J DEFGRID3
* xyz 0 7
Ti 19.21885 -3.26278 -13.84608
Ti 21.84385 -3.88267 -14.88259
O 19.08170 -4.62424 -18.34780
O 20.56190 -4.99038 -13.44970
O 20.68755 -1.92428 -14.72626
O 23.52741 -2.62157 -10.69663
O 14.49675 -2.86423 -11.46346
N 19.93437 -3.24181 -10.71816
N 17.37279 -3.71281 -15.23850
N 17.18551 -2.65058 -12.11864
C 18.96360 -4.30674 -19.71101
C 18.38020 -4.41396 -16.09912
C 20.99745 -1.18500 -10.04944
C 18.01299 -5.90948 -15.98824
C 21.15603 -2.45139 -10.89714
C 16.77074 -3.19389 -10.82848
C 13.15083 -3.26747 -11.33835
C 22.31883 -3.32491 -10.46346
C 16.75372 -2.10833 -9.75215
C 18.24434 -3.86030 -17.52499
C 24.65600 -3.42052 -10.39494
C 15.37423 -3.84102 -10.89950
H 22.26388 -3.56773 -9.39659
H 25.53980 -2.85375 -10.69156
H 12.98266 -4.33730 -11.49305
H 21.92710 -0.60914 -9.99814
H 16.13995 -1.27095 -10.10842
H 18.38008 -2.78550 -17.70747
H 16.93403 -3.12437 -15.93743
H 19.12842 -2.83483 -11.17012
H 21.17387 -2.13289 -11.95000
H 16.35038 -2.43656 -8.79989
H 20.84586 -1.52348 -9.02018
H 20.31117 -5.71735 -14.02604
H 17.93530 -4.15730 -20.03484
H 21.08930 -1.19150 -14.26498
H 19.99412 -4.15918 -11.16337
H 16.47258 -2.88275 -12.81502
H 22.22876 -4.24554 -11.05334
H 19.58126 -3.42833 -19.95086
H 18.70618 -6.45526 -16.63166
H 19.48783 -5.05184 -20.31164
H 12.50763 -2.75308 -12.05098
H 19.43394 -4.22698 -15.82201
H 12.79789 -3.01150 -10.33451
H 16.97009 -6.09199 -16.24233
H 16.71389 -4.35928 -14.83322
H 17.40561 -3.98485 -10.41868
H 20.23139 -0.48193 -10.37219
H 15.38141 -4.69005 -11.59647
H 16.98927 -1.64828 -12.08592
H 15.01598 -4.19819 -9.93196
H 24.70689 -3.57023 -9.30550
H 24.61839 -4.37802 -10.92442
H 17.74825 -1.66218 -9.68130
H 17.18058 -4.02954 -17.79762
H 18.21092 -6.22547 -14.96235
*
```

Results
DFT total energy = -2717.3892 hartree
LUMO (spin up / spin down) = 0.0684 / -0.0199 eV

Mulliken atomic charge list, values in e, 8 entries: 0.543 0.213 -0.322 -0.750 -0.714 -0.298 -0.319 -0.548

3.
Entry from OMol25: a structure of composition C12H36B2F8O6S6Y (wB97M-V/def2-TZVPD).

The geometry in ORCA input format:
```
! RIJCOSX wB97M-V def2-TZVPD def2/J DEFGRID3
* xyz 1 1
Y 33.24677 -1.60048 19.16464
S 31.20771 -1.28762 15.96608
S 36.38882 -2.74026 20.29319
S 29.58021 -2.75310 19.95606
S 34.69352 0.86509 21.61707
S 32.88631 -1.94392 22.77131
S 30.77731 0.44882 20.71830
F 33.85574 0.49399 17.86953
F 32.40820 -4.86805 17.11609
F 33.97858 -3.29877 17.52027
F 35.16690 -1.21550 17.99758
F 36.09943 0.72857 17.84127
F 32.56997 -4.03502 19.14082
F 34.82764 -0.18289 16.09935
F 34.10286 -5.42332 18.46234
O 32.81829 -1.96695 21.29488
O 32.05349 0.18397 19.92823
O 31.95750 -1.51405 17.32059
O 34.87757 -2.98449 20.08208
O 30.90865 -2.12345 19.52852
O 34.57015 -0.36418 20.70043
C 36.65400 -2.37113 22.09646
C 31.07339 -2.06285 23.32830
C 32.00974 -0.15426 14.76411
C 31.13318 1.79491 21.92749
C 29.81923 1.46339 19.49971
C 31.28498 -2.86296 15.03052
C 36.92061 -4.49614 20.47398
C 28.36780 -2.14075 18.74959
C 33.69925 -3.63670 23.17371
C 29.63611 -4.43003 19.36367
C 36.38093 1.25198 22.12687
C 34.52131 2.26814 20.36246
B 35.01129 0.01813 17.45974
B 33.25519 -4.39957 18.02861
H 29.51827 0.62005 18.87817
H 32.96469 -4.36707 23.51297
H 32.93124 -0.63769 14.43972
H 36.40453 2.09281 22.82008
H 30.31517 -4.37359 18.51292
H 28.69354 -4.89633 19.07692
H 34.47068 -4.12687 22.57978
H 30.39338 1.69147 22.72127
H 37.05385 1.48186 21.30078
H 35.11447 2.21874 19.44933
H 36.04787 -1.52057 22.40828
H 34.71593 3.18522 20.91852
H 31.21292 -2.94108 13.94571
H 31.93603 1.67438 22.65482
H 33.47767 2.39276 20.07369
H 30.60041 -3.67233 15.28430
H 28.88238 1.87604 19.87406
H 37.62587 -1.91977 22.29605
H 36.37907 -3.14695 22.81104
H 27.56279 -2.87555 18.76065
H 32.27344 -3.24925 15.27915
H 30.11941 -5.09881 20.07590
H 30.48752 2.11971 18.94230
H 34.17294 -3.44714 24.13692
H 38.00861 -4.48265 20.53863
H 36.67237 0.40723 22.75103
H 28.78953 -1.98904 17.75599
H 36.59840 -4.96918 19.54634
H 30.40412 -1.44396 22.73066
H 36.34404 -4.92810 21.29194
H 30.75826 -3.10454 23.26771
H 31.02487 -1.51560 24.26972
H 31.31423 -0.13857 13.92500
H 27.96952 -1.13796 18.90407
H 32.20973 0.82948 15.18880
H 31.07555 2.83360 21.60204
*
```

Results
DFT total energy = -4206.5682 hartree
LUMO = -2.2379 eV

Mulliken atomic charge list, values in e, 8 entries: 0.969 0.393 0.428 0.432 0.466 0.455 0.576 -0.023

4.
Entry from OMol25: a structure of composition C12H36CaFO6 (wB97M-V/def2-TZVPD).

The geometry in ORCA input format:
```
! RIJCOSX wB97M-V def2-TZVPD def2/J DEFGRID3
* xyz 2 2
Ca 1.79097 -0.63147 -0.85000
F -0.24881 0.42092 -0.34638
O 2.55762 1.40994 0.13803
O -2.33657 0.39340 -2.25577
O 0.26315 -2.45941 -1.18262
O -1.62021 -1.83135 0.95258
O 0.17846 3.11108 0.02297
O 1.27720 -1.42001 1.34625
C 3.09298 1.40067 2.53062
C -0.65687 -2.59943 -3.22205
C -1.41774 2.30027 -3.38309
C -3.78819 -0.72258 0.63491
C -2.97604 -2.07109 0.60804
C 0.58491 4.69782 1.85000
C 0.13421 -3.40199 -2.19291
C -0.18444 3.40943 1.41488
C 3.47486 1.83715 1.10740
C 1.31288 -3.19079 2.72341
C 2.21214 -2.41053 1.79442
C -1.86077 0.81413 -3.49599
H 1.82617 2.03168 0.13671
H 2.63266 -3.03658 1.00745
H -0.15379 -1.68672 -3.54137
H 0.51672 -3.64194 2.13122
H -3.49302 -2.86924 1.14076
H -1.62359 0.42340 -1.61362
H -0.32198 -4.37006 -1.98593
H 1.64536 4.61598 1.61157
H 3.31413 0.34049 2.65396
H -1.26726 3.52565 1.36910
H -0.84441 -3.20466 -4.10897
H 0.06934 5.47017 1.27924
H -4.83482 -0.85250 0.35959
H 3.68766 1.94297 3.26573
H 2.03238 1.52810 2.74735
H 3.07412 -2.09076 2.37994
H 1.13715 -3.69509 -2.50326
H -0.51819 -2.50932 -0.62709
H -2.59911 0.86592 -4.29617
H -2.26933 2.96476 -3.23703
H -0.71571 2.41038 -2.55658
H 0.39039 4.96610 2.88840
H -0.96355 0.21300 -3.64338
H -2.91262 -2.49465 -0.39429
H -3.68950 -0.25092 1.61261
H 0.96047 -2.55049 3.53206
H 0.65381 -1.29415 2.06538
H -1.35966 -1.05104 0.45776
H -0.24676 2.29212 -0.24179
H -0.84022 2.47660 -4.29055
H 1.81239 -3.99157 3.26870
H 4.40198 1.40976 0.72545
H 3.57049 2.91918 1.01698
H -3.23771 -0.06832 -0.04112
H -1.60820 -2.30844 -2.77662
H -0.01555 2.51405 2.01310
*
```

Results
DFT total energy = -1707.1146 hartree
LUMO (spin up / spin down) = -6.9436 / -11.6565 eV

Mulliken atomic charge list, values in e, 8 entries: 1.456 -0.509 -0.467 -0.057 -0.076 -0.381 -0.700 0.156

5.
Entry from OMol25: a structure of composition C12H36InN3O2P (wB97M-V/def2-TZVPD).

The geometry in ORCA input format:
```
! RIJCOSX wB97M-V def2-TZVPD def2/J DEFGRID3
* xyz -1 1
In 1.33911 2.89855 -1.87180
P -1.23907 2.71598 -2.02436
O -1.72719 2.50730 -0.42216
O -1.40901 1.13422 -2.60255
N 2.16081 1.11227 -1.00040
N 5.38924 -1.88824 -0.01980
N -5.64239 0.41004 1.05460
C -4.45653 0.39298 0.20133
C 6.70765 -2.48778 -0.01799
C 4.95349 -1.31342 1.24454
C -4.65266 0.46026 -1.31331
C 5.85037 -0.25075 1.89000
C 5.10181 -1.09067 -1.20655
C -6.44547 -0.80039 1.06170
C 5.96233 0.14855 -1.46533
C 6.86088 -3.57529 1.03546
C -7.43473 -1.01089 -0.09195
C -7.39631 1.80413 2.10929
C -6.38575 1.65414 0.98188
H 1.90184 2.98223 -3.54064
H -5.65100 2.46050 1.04578
H -7.82472 2.80757 2.09480
H 4.82030 -2.12879 1.96187
H -3.88956 -0.50838 0.45347
H 1.82549 4.29243 -0.92853
H -3.69003 0.64638 -1.79083
H 5.19124 -1.75902 -2.06990
H 6.85371 -2.92619 -1.00981
H -8.22083 1.09448 2.01901
H 2.34122 1.23795 -0.00715
H 5.73358 0.95223 -0.76741
H -6.91402 1.64594 3.07542
H 5.74515 0.52933 -2.46440
H -6.93417 -1.24671 -1.02904
H 6.89119 -0.57921 1.93442
H -5.31828 1.27906 -1.59341
H 5.52011 -0.06570 2.91449
H -7.00900 -0.83067 1.99918
H -8.04566 -0.12115 -0.25597
H 4.05794 -0.77406 -1.15477
H 6.84413 -3.16728 2.04729
H 7.81334 -4.09223 0.90557
H -8.11107 -1.83483 0.14760
H -6.90365 1.79356 0.01903
H -5.05812 -0.46634 -1.72250
H 5.81903 0.69569 1.35383
H -3.83745 1.24335 0.49575
H 1.56218 0.29232 -1.05951
H -5.74907 -1.64196 1.10276
H 7.03128 -0.07225 -1.41267
H 7.52160 -1.75457 0.11125
H 6.05328 -4.30412 0.94892
H 3.96024 -0.89410 1.07113
H -1.24673 1.78820 0.00849
H -0.62004 0.60529 -2.44614
*
```

Results
DFT total energy = -1325.0424 hartree
LUMO = 2.7906 eV

Mulliken atomic charge list, values in e, 8 entries: 0.466 -0.015 -0.457 -0.529 -0.668 0.097 0.119 -0.707

6.
Entry from OMol25: a structure of composition C12H36InO6S6 (wB97M-V/def2-TZVPD).

The geometry in ORCA input format:
```
! RIJCOSX wB97M-V def2-TZVPD def2/J DEFGRID3
* xyz 4 2
In 0.37539 0.43818 0.55236
S -0.37131 0.65995 -3.61271
S -3.77526 0.20357 -0.38917
S 2.47343 -1.41323 -2.71658
S -1.06702 4.46798 1.12558
S 1.33497 -0.44264 4.34262
S 1.93954 -3.60482 1.00688
O -2.43034 0.88007 -0.28956
O 0.35090 -0.73007 3.20850
O -0.60138 3.05047 0.86342
O 1.15301 -2.23011 1.03337
O -0.50841 0.34095 -2.11373
O 1.88845 -1.15258 -1.37246
C -1.54172 5.15317 -0.50929
C 3.14908 0.10436 -3.32573
C -4.52903 0.73846 -2.00243
C 3.77031 -3.41489 1.14630
C -1.77209 -0.18300 -4.51260
C 2.95251 -1.24804 4.01232
C 0.98645 -1.49073 5.82189
C 1.67054 -4.70650 2.49648
C -4.96957 0.91752 0.83425
C -1.00194 2.38648 -3.68902
C 4.01107 -2.47795 -2.50278
C -2.82601 4.30899 1.74849
H -2.16744 4.45071 -1.05984
H -2.01561 6.13117 -0.59327
H 2.41786 0.83490 -3.67173
H 3.69071 -3.28521 -1.84415
H -3.39543 3.81433 0.96162
H 0.00202 -1.32513 6.25959
H 2.15552 -4.63001 3.46964
H -3.25047 5.21414 2.18281
H -3.90369 1.58467 -2.28699
H -5.11943 1.99649 0.79594
H 0.62092 -4.90067 2.71714
H 2.76631 -2.26044 3.65390
H 3.78076 0.59249 -2.58357
H -0.69485 2.90580 -4.59681
H -4.74300 0.65812 1.86840
H 4.05749 -3.24505 2.18398
H 1.81267 -1.51169 6.53253
H -2.83357 3.65074 2.61726
H 0.95213 -2.48864 5.38474
H 4.12454 -4.41414 0.89308
H 4.20900 -2.65272 0.50228
H -2.07848 2.41307 -3.52032
H -1.45370 -0.44066 -5.52271
H 1.93741 -5.69538 2.12366
H -5.93402 0.41755 0.74495
H -0.55955 3.07513 -2.96919
H -5.56500 1.04365 -1.85505
H 3.59336 -0.71957 3.30655
H -4.41610 -0.09081 -2.70077
H 3.72391 -0.12072 -4.22407
H 3.47205 -1.23850 4.97049
H 4.45846 -2.71591 -3.46783
H 4.81281 -2.11158 -1.86162
H -1.85888 -1.05249 -3.86101
H -2.70285 0.33949 -4.73347
H -0.55753 5.22152 -0.97276
*
```

Results
DFT total energy = -3507.6589 hartree
LUMO (spin up / spin down) = -14.5290 / -14.4209 eV

Mulliken atomic charge list, values in e, 8 entries: 1.000 0.411 0.566 0.671 0.357 0.636 0.387 -0.070